{"formula": "C32H92N4O12", "method": "ωB97M-V/def2-TZVPD", "elements": ["H", "H", "H", "C", "H", "O", "H", "H", "H", "H", "H", "H", "H", "H", "H", "H", "H", "H", "O", "O", "H", "C", "C", "H", "H", "C", "H", "N", "O", "H", "C", "H", "H", "H", "H", "H", "C", "C", "H", "H", "O", "H", "H", "C", "C", "H", "H", "N", "O", "H", "O", "H", "O", "C", "H", "H", "H", "H", "H", "C", "H", "H", "H", "H", "C", "C", "C", "C", "C", "H", "C", "H", "H", "O", "H", "H", "H", "H", "H", "O", "H", "C", "C", "O", "H", "H", "H", "C", "H", "H", "H", "H", "H", "H", "H", "O", "N", "C", "H", "H", "C", "C", "H", "H", "H", "H", "H", "C", "H", "C", "H", "H", "H", "C", "H", "C", "H", "C", "H", "H", "H", "H", "C", "H", "H", "H", "H", "H", "C", "H", "H", "H", "C", "C", "H", "H", "H", "H", "H", "N"], "xyz": [[-0.17392, 2.27573, -0.46351], [0.22534, 2.58452, -4.07467], [2.46370, -1.66655, 6.57057], [-2.08606, -3.12478, -2.90149], [5.83980, 2.99161, 0.13914], [0.15762, 1.78273, -4.59825], [2.44194, -2.60481, 1.74837], [2.66179, -0.57767, 5.24462], [-2.82414, -0.81746, 3.51121], [3.54616, 3.31920, 0.05635], [-1.34197, -3.80564, -1.00361], [-1.84775, 0.00360, -4.52022], [1.15287, 3.75046, -2.39256], [1.56873, -3.19207, -4.09109], [0.63953, 5.94079, -3.44132], [2.03182, -0.67291, -4.72501], [-3.12171, 1.07776, -0.05318], [-2.51671, -4.59470, 6.02981], [-1.17904, 0.58821, 0.24384], [-0.04851, -3.21005, -5.48991], [6.10090, -0.14370, -2.87361], [0.46583, 1.89045, 3.53528], [1.22645, -2.72292, -5.01351], [2.81223, -5.51285, 0.74898], [2.05619, 1.07644, 0.80997], [-3.49135, 3.77377, -2.12328], [4.60911, -3.45887, 0.21709], [-2.18447, -3.07515, 7.33748], [-3.85214, 4.79028, -1.13862], [-3.74564, 4.84972, -3.91164], [4.08732, 3.68351, -0.81688], [5.10049, 1.80537, -3.70900], [4.53770, 0.96235, -5.14307], [-4.18634, -3.08592, 4.57448], [2.94700, -2.22014, -2.48158], [5.94996, -1.36352, -0.66951], [-3.29995, -2.75236, 5.11405], [0.89575, 0.47470, -1.03307], [-4.03711, -4.67112, 7.90627], [3.44881, 1.94860, -4.08932], [-2.14539, -2.62469, 4.31052], [-0.59469, 2.14177, 3.51875], [0.44343, -0.70229, -5.47563], [1.09117, -1.22181, -4.76949], [2.97944, -4.43661, 0.70605], [-0.44814, -2.65433, 4.98199], [-2.25647, 1.45120, -3.60800], [0.47431, -2.24712, 5.04011], [4.08874, 0.06207, -3.31596], [0.70044, -1.77090, 4.17861], [4.37988, -4.18331, 0.80381], [2.03018, -2.80996, -5.74464], [0.49302, 0.52903, 3.99925], [1.70900, 0.20560, 0.25389], [2.23723, 0.08732, 6.80230], [-3.61508, -1.79831, 5.53663], [-6.90775, 2.08571, 4.08814], [-3.01957, -2.21688, 2.42573], [-4.89492, -4.70870, 6.31891], [2.05675, -0.75454, 6.13385], [-0.99383, 5.42856, -2.97419], [0.93982, 2.61944, 4.19255], [4.49355, -0.77296, -0.97757], [0.58592, -0.46743, -1.48531], [4.26999, 1.23253, -4.12159], [5.30068, -0.77342, -3.26246], [-0.40930, 1.25009, -0.74772], [-2.32844, 1.41806, 0.61240], [0.34780, 5.49925, -1.26219], [-0.24433, -2.72308, -1.93179], [-6.68158, 1.07322, 3.75376], [0.10639, 6.54778, -1.08784], [2.50605, 0.47986, -2.20488], [0.42947, 3.96842, -2.98482], [-0.03897, 1.00639, 5.94930], [-3.12846, -3.15248, -2.58410], [-1.36953, -2.66714, 6.90217], [-4.67635, 4.47392, -0.76152], [-0.88632, -4.00725, -4.14344], [3.22417, 3.43505, -1.86498], [1.11601, -3.74808, 1.76317], [-4.20082, 3.97715, -3.44308], [-2.04586, 1.07185, -4.60791], [-5.86584, 1.65188, 1.66468], [-1.44883, -1.47111, 2.72975], [1.28604, -0.43741, 1.02574], [-1.18670, -0.05577, 5.15326], [-5.48462, 1.04168, 2.87161], [2.95706, 2.51611, -1.78879], [0.09187, -1.21439, 6.77651], [-6.53004, 1.09891, 1.24676], [-2.62485, -2.21707, 7.63725], [-3.73689, 2.78612, -1.73297], [-5.23784, -0.01308, 2.75054], [-4.61291, 1.53900, 3.29695], [-1.61665, -4.23899, -3.56506], [5.03346, -1.62616, -1.00287], [0.06886, 5.30159, -2.76763], [5.95339, -2.72178, -2.47367], [-4.92769, -3.23009, 7.16525], [5.15340, -1.98808, -2.37461], [-1.27183, -2.90864, -1.61889], [3.80411, -3.24576, -3.59870], [-6.53507, 0.42638, 4.61878], [2.43638, -4.02343, 2.80211], [-7.58616, 0.73049, 3.25141], [2.61101, -4.08063, -0.25605], [-2.39054, -1.76553, 3.19300], [1.39393, 5.25054, -1.08373], [0.56088, -0.99432, 5.81750], [-5.27655, 4.12081, -3.34177], [-0.97359, 1.29621, -1.67914], [4.21296, 4.75728, -0.67791], [-3.04017, -3.68505, 6.32410], [0.65981, -1.01893, -3.78925], [-4.30265, -4.10959, 7.01058], [3.81161, -3.67699, -2.00820], [-0.12681, 0.18343, 5.23998], [2.55771, -0.42504, -0.01084], [6.05195, 3.21146, -1.63432], [-0.89862, 1.57528, -6.36039], [0.82777, 2.03071, 2.51675], [5.37723, 2.88670, -0.84225], [-2.61280, 1.10021, 1.61550], [-1.95947, -2.21717, -3.49168], [5.54922, -1.13003, -4.26204], [-4.03591, 3.09004, -4.05458], [1.17334, 1.00924, -2.99582], [3.87488, -2.77564, -2.61785], [-1.66507, -2.00683, -1.14963], [-2.21232, 2.50185, 0.60649], [-0.28384, 4.91740, -0.59093], [-1.05279, 1.92766, -5.34050], [2.20239, -3.66695, 1.79898], [-2.40869, 3.83722, -2.23232], [5.17455, 1.81853, -0.91991], [-0.31851, -2.74071, -6.28264], [-1.39790, 2.96140, -5.32070], [-3.03108, 1.15976, -5.06586], [1.68157, 1.05767, -2.12435]], "atomic_forces_ev_per_a": [[0.0713, 0.2362, 0.2329], [0.3374, 0.5970, 0.4358], [-0.1123, 0.0842, 0.1779], [0.9329, 1.1525, 1.2657], [0.3469, 0.2124, -0.0720], [0.3276, 0.0989, -0.8476], [0.1227, 0.0220, -0.0200], [-0.2488, 0.0611, -0.2558], [-0.3612, 0.0428, 0.2152], [0.0975, 0.2699, 0.7496], [0.1050, 0.2235, 0.2090], [0.4907, 0.1148, -0.1945], [0.5036, -0.1937, 0.0241], [-0.6581, -0.5220, -0.2091], [0.0990, 0.3667, 0.2827], [0.2393, -0.2476, -0.2698], [-0.3272, 0.5479, -0.0672], [0.0677, 0.0387, -0.4978], [-0.1175, 1.6497, 0.4225], [1.0767, -0.7165, 0.6410], [0.2692, 0.0705, -0.1108], [-1.6898, -0.5193, 0.8318], [-0.2027, 1.9462, -0.8166], [0.0510, 0.0137, 0.1575], [0.0820, 0.3432, -0.4316], [-0.5014, 0.4579, 0.7833], [-0.0545, 0.4808, -0.1350], [0.3458, 0.7157, -0.0760], [0.3034, -0.8314, -0.6802], [-0.3096, 0.0161, -0.3195], [-0.1976, -0.5703, 1.5185], [0.3288, 0.0632, -0.0131], [-0.2292, -0.0539, -0.1577], [0.0832, -0.3805, -0.5652], [0.1666, 0.3260, 0.1730], [0.2028, 0.1462, 0.4127], [-0.2240, -0.8177, 0.9546], [-1.0595, -0.6516, 0.5199], [-0.3881, 0.2396, 0.0303], [-0.4741, -0.7155, 0.0846], [-1.2110, 0.2783, -0.5839], [-0.2075, 0.5101, -0.1999], [0.0954, -0.2244, -0.2661], [-0.0032, 0.4485, 0.9247], [-0.3653, 0.9417, 0.3707], [-0.0200, 0.4965, -0.1556], [0.4919, 0.0767, 0.2143], [1.2109, 1.3967, -0.0446], [0.6594, -0.8727, 0.0783], [-0.0278, -1.2706, -1.3047], [-0.2072, -0.6096, 0.1825], [-0.1335, -0.6844, -0.3033], [0.7316, 0.0614, -0.6351], [0.4170, -0.5798, -0.4103], [-0.1860, 0.0403, 0.1211], [0.1995, 0.5562, 0.0614], [0.0801, 0.0262, 0.1175], [-0.1504, -0.2286, 0.1308], [-0.0018, -0.3828, 0.1479], [-0.0904, -0.1773, -0.2151], [-0.0411, -0.0305, -0.1330], [0.3726, -0.2655, 0.2714], [-0.3432, 0.1567, 0.3422], [-0.3848, -0.6510, 0.8257], [1.0809, -0.0078, 0.3755], [-0.5031, 0.5943, -0.7679], [0.6744, -0.4543, -0.4515], [0.2100, -2.0125, -0.0959], [-0.4396, 1.4759, -0.9853], [0.2261, -0.0812, 0.3171], [-0.5298, 0.2267, 1.4073], [0.4709, 0.1574, 0.6199], [0.1380, -0.1342, -0.4036], [-0.4432, -1.2737, -1.1553], [0.0174, 0.3040, 0.0770], [-0.2480, -0.6700, -0.5388], [0.5912, -0.4833, -0.2479], [-0.1344, 0.2066, 0.2019], [-0.0814, 0.2999, -0.3566], [-0.0680, 0.7866, -1.5028], [-0.1046, -0.1728, -0.5368], [0.5336, 0.1176, -0.0069], [-1.9062, 0.0287, -0.0275], [0.8371, 0.4936, -0.9798], [0.2030, -0.3823, 0.0908], [-0.9866, 0.1656, -0.2952], [-0.3064, 0.1560, -0.4904], [-0.6674, -0.6619, -0.0081], [-0.7658, -0.6636, -0.3173], [-0.1804, 0.3374, 0.3255], [-0.0425, -0.0190, -0.0047], [-0.6008, 0.1414, 0.5302], [0.0984, -0.0989, 0.1952], [0.4329, -0.1543, -0.3962], [-0.1178, 0.2305, -0.1639], [-0.8582, -1.3646, -0.0891], [0.8003, 0.5427, 1.6000], [0.0274, -0.5567, 1.6153], [0.4208, 0.4536, -0.3194], [-0.0251, 0.0712, 0.7259], [-1.9152, -0.7589, -0.2623], [-0.3985, 0.2420, -0.8146], [0.1968, 0.4503, -0.5466], [-0.0747, 0.0821, 0.2309], [0.3795, 0.0323, -0.0061], [0.1260, -0.2202, -0.2346], [-0.0662, -0.1262, -0.2064], [0.5714, 0.2707, 0.1169], [0.0351, 0.3329, 0.2056], [1.0816, -1.6808, 1.7763], [0.0521, 0.0501, 0.1507], [-0.1762, 0.1383, -0.2643], [0.2610, -0.0030, -0.2719], [0.7858, 0.1682, -0.3001], [-0.3437, -0.1524, 0.0920], [-0.6089, 0.0509, -0.8976], [0.2709, 0.3158, 0.5612], [0.1137, 1.2847, -0.4059], [0.5138, 0.3011, -0.2236], [0.0886, -0.1162, 0.0481], [0.0362, 0.1813, -0.0812], [0.2617, -0.6946, 0.1627], [0.0965, 0.3315, 0.1706], [0.0545, 0.0794, 0.0670], [-0.1534, 0.1622, -0.3828], [0.0197, 0.3044, -0.3258], [0.0193, 0.1031, -0.2241], [-0.1331, -0.0307, -0.1964], [-0.6206, -1.1774, -1.2152], [0.1741, -0.0622, 0.5295], [0.4555, -0.0562, -0.2872], [-0.1339, -0.2379, -0.4027], [0.3125, -1.0346, 1.1051], [0.1803, -0.3779, 0.2134], [0.0019, -0.0641, -0.0757], [-0.1513, -0.0736, -0.3398], [0.1851, 0.1455, 0.0310], [0.0975, 0.1205, -0.2859], [-0.2087, -0.1688, -0.4018], [0.4800, 0.9598, 1.3308]], "smiles": "COC[C@H](C)N.COC[C@H](C)N.COC[C@H](C)N.COC[C@H](C)N.CCO.CCO.CCO.CCO.CCO.CCO.CCO.CCO", "lumo_ha": 0.014, "homo_lumo_gap_ha": 0.3387, "fmax_ev_per_a": 2.67, "spin_multiplicity": 1}